Molecular formula: C33H90AsF6N12O12
Method: DFT, the ωB97M-V functional and the def2-TZVPD basis

Each line ends with the Löwdin charge.
Cartesian coordinates (Å):
As1 -1.1937 -0.6241 -0.2186  0.9248
F1 0.1373 0.4719 -0.1509  -0.2362
F2 -2.0732 0.4937 0.9878  -0.2956
F3 -2.6017 -1.7774 -0.1498  -0.2867
F4 -0.2649 -1.7265 -1.2312  -0.2589
F5 -0.5068 -1.4799 1.2166  -0.2816
F6 -1.8812 0.2130 -1.5873  -0.2353
C1 -4.9881 -4.8203 -3.3280  -0.0405
C2 -4.1658 -3.6016 -2.7813  -0.4013
C3 -4.5144 -2.2666 -3.5202  -0.1487
O1 -4.6284 -2.5555 -4.9526  -0.2205
C4 -5.6551 -1.7880 -5.6722  -0.0749
N1 -4.0819 -3.5432 -1.3093  0.0297
H1 -4.8565 -5.0945 -4.3747  0.0731
H2 -6.0379 -4.5505 -3.2130  0.0659
H3 -4.5499 -5.6417 -2.7612  0.0733
H4 -3.1228 -3.7776 -3.0447  0.1229
H5 -3.7786 -1.4868 -3.3235  0.1077
H6 -5.4757 -1.9750 -3.0972  0.1115
H7 -5.3000 -0.7605 -5.7514  0.0774
H8 -6.6722 -1.9098 -5.2996  0.0851
H9 -5.5857 -2.0994 -6.7145  0.0772
H10 -3.4481 -2.8180 -1.0050  0.0164
H11 -3.5760 -4.4068 -1.1741  0.0720
C5 -3.8529 -1.5411 2.9265  -0.0633
C6 -3.4002 -0.3401 3.7434  -0.4026
C7 -4.4318 0.8154 3.9419  -0.1548
O2 -5.7333 0.3133 4.3420  -0.1722
C8 -6.5159 1.2694 4.9504  -0.1540
N2 -3.0835 -0.8394 5.0552  0.0155
H12 -4.2786 -1.3264 1.9463  0.0524
H13 -4.6539 -2.0872 3.4249  0.0753
H14 -3.2044 -2.3963 2.7363  0.0763
H15 -2.4792 0.0449 3.3055  0.1167
H16 -4.4631 1.4773 3.0765  0.1223
H17 -4.0486 1.4756 4.7200  0.1065
H18 -5.9485 1.8162 5.7036  0.0789
H19 -7.2920 0.7475 5.5103  0.0889
H20 -6.9735 2.0418 4.3324  0.0855
H21 -3.2102 -0.0542 5.6777  0.0800
H22 -3.8608 -1.4000 5.3738  0.0871
C9 2.4684 4.0248 6.0442  -0.0640
C10 1.9491 3.6530 4.6663  -0.4474
C11 2.7906 2.6824 3.9032  -0.2281
O3 2.1237 2.2874 2.7496  -0.2157
C12 2.9848 1.5469 1.8391  -0.0582
N3 0.6602 3.0190 4.9073  0.0484
H23 1.9016 4.8853 6.3996  0.0778
H24 3.5215 4.2914 5.9554  0.0492
H25 2.3980 3.1886 6.7399  0.0821
H26 1.6843 4.5965 4.1889  0.1273
H27 2.9830 1.7598 4.4509  0.1418
H28 3.7715 3.0370 3.5869  0.1129
H29 2.4554 1.5937 0.8875  0.0546
H30 3.0395 0.5121 2.1773  0.0945
H31 3.9760 1.9563 1.6443  0.0866
H32 0.6916 2.4370 4.0825  0.0532
H33 -0.0905 3.6577 4.6871  0.0705
C13 5.7190 5.9725 4.8533  -0.1442
O4 6.4462 6.3633 3.7702  -0.1604
C14 5.7668 7.1265 2.8611  -0.2535
C15 4.8293 6.2741 1.9602  -0.1915
N4 3.8306 7.1871 1.3676  -0.0661
C16 2.9606 6.4342 0.3411  -0.1773
C17 2.1212 5.3416 0.9720  -0.2671
O5 1.2403 4.8923 0.0324  -0.1618
C18 0.3348 3.8462 0.3564  -0.0830
H34 4.7770 6.5135 4.9428  0.0929
H35 6.2760 6.1639 5.7705  0.0923
H36 5.4513 4.9174 4.7964  0.0743
H37 6.4346 7.6614 2.1858  0.1191
H38 5.2249 7.9541 3.3189  0.1162
H39 4.3230 5.5257 2.5700  0.0989
H40 5.4164 5.8310 1.1558  0.1175
H41 4.1308 8.0453 0.9277  0.0942
H42 3.5817 6.1619 -0.5123  0.1107
H43 2.3309 7.1716 -0.1566  0.1088
H44 1.5506 5.7305 1.8154  0.1321
H45 2.9224 4.6356 1.1903  0.1076
H46 0.7124 2.8251 0.4098  0.0472
H47 -0.4128 3.7900 -0.4349  0.0912
H48 -0.1990 3.9292 1.3032  0.0869
C19 -1.4616 -0.3812 -5.0700  -0.1200
O6 -0.1362 -0.4130 -5.5139  -0.1823
C20 0.3838 -1.7748 -5.4405  -0.1555
C21 1.3988 -1.9538 -4.2678  -0.1625
N5 0.9725 -2.9212 -3.2217  -0.0601
C22 2.0094 -3.0710 -2.2223  -0.1853
C23 2.3761 -4.6042 -2.2172  -0.2287
O7 3.4593 -4.8757 -1.3965  -0.2003
C24 4.1182 -6.0969 -1.7697  -0.0986
H49 -2.2100 -0.9435 -5.6284  0.0813
H50 -1.8343 0.6368 -4.9564  0.0698
H51 -1.4997 -0.8513 -4.0873  0.0704
H52 0.8623 -2.1874 -6.3287  0.1088
H53 -0.3877 -2.5336 -5.3095  0.1096
H54 1.7693 -1.0380 -3.8071  0.0815
H55 2.2500 -2.4378 -4.7465  0.1100
H56 0.1774 -2.4896 -2.7727  0.0578
H57 1.7204 -2.8825 -1.1883  0.1005
H58 2.7828 -2.3115 -2.3359  0.0943
H59 2.4874 -4.9909 -3.2303  0.1084
H60 1.6502 -5.2395 -1.7098  0.1133
H61 3.3141 -6.8211 -1.9009  0.0795
H62 4.8076 -6.5226 -1.0406  0.0803
H63 4.7074 -5.9430 -2.6737  0.0807
C25 -1.1569 3.2894 -4.5671  -0.1002
O8 -0.3364 2.8520 -3.4825  -0.1681
C26 0.8647 2.2488 -3.8429  -0.2401
C27 1.5166 1.4962 -2.6694  -0.2085
N6 2.8352 1.0425 -3.1423  -0.0232
C28 3.4249 0.5361 -1.8536  -0.1871
C29 4.8538 0.0397 -2.1694  -0.1777
O9 4.7583 -0.9666 -3.2082  -0.2195
C30 5.8391 -1.1025 -4.1317  -0.1105
H64 -1.5743 4.2955 -4.5259  0.0767
H65 -2.0442 2.6579 -4.6130  0.0655
H66 -0.6165 3.2972 -5.5137  0.0877
H67 1.4490 3.0946 -4.2053  0.1189
H68 0.9582 1.5452 -4.6701  0.1025
H69 0.8648 0.6822 -2.3520  0.0890
H70 1.5368 2.1231 -1.7779  0.1035
H71 2.7238 0.3637 -3.8818  0.0754
H72 2.8189 -0.1586 -1.2719  0.1100
H73 3.6391 1.3975 -1.2210  0.1051
H74 5.3975 -0.3450 -1.3066  0.1154
H75 5.4710 0.8089 -2.6336  0.1089
H76 6.6969 -0.4321 -4.0792  0.0807
H77 5.6128 -1.1228 -5.1978  0.0734
H78 6.1634 -2.1367 -4.0155  0.0770
C31 -7.3440 -2.6085 -0.2146  -0.8370
O10 -8.4378 -2.5357 0.3011  0.0161
N7 -6.3431 -1.8684 0.0635  0.1850
N8 -6.9884 -3.6377 -0.9027  0.1627
H79 -5.4495 -2.1260 -0.3304  0.0743
H80 -6.5042 -1.2193 0.8203  0.1219
H81 -6.0756 -3.7420 -1.3223  0.0373
H82 -7.6981 -4.3422 -1.0443  0.1183
C32 0.1231 -5.4609 1.4004  -0.7550
O11 1.1530 -5.2694 2.0346  0.0309
N9 -0.4781 -6.6203 1.3740  0.1433
N10 -0.5838 -4.6486 0.6355  0.1728
H83 -0.1832 -7.3810 1.9694  0.1196
H84 -1.3307 -6.5920 0.8333  0.0959
H85 -1.3793 -4.9698 0.1024  0.0981
H86 -0.1968 -3.7170 0.5854  0.0804
C33 0.5027 -2.3416 4.7846  -0.7924
O12 0.7661 -2.5993 5.9734  -0.0256
N11 -0.6100 -1.9611 4.3444  0.1866
N12 1.3286 -2.5216 3.7850  0.1553
H87 -0.5250 -1.8298 3.3466  0.0778
H88 -1.3734 -1.5967 4.8962  0.0678
H89 2.2678 -2.8763 3.8947  0.1132
H90 1.1198 -2.3083 2.8201  0.0795

Calculated values
**2S+1**: 1
**Molecular weight**: 1036.1 g/mol
**Energy**: -5706.1784 a.u.
**Net charge**: -1

---

Molecular formula: C34H101N7O13
Method: DFT, the ωB97M-V functional and the def2-TZVPD basis

Each line ends with the Löwdin charge.
Cartesian coordinates (Å):
C1 7.0582 0.7239 1.0825  -0.0439
C2 5.8150 -0.1400 1.4446  -0.3965
C3 4.5158 0.3862 0.8178  -0.1804
O1 4.0791 1.7048 1.2195  -0.2099
C4 4.0672 1.7994 2.6195  -0.1023
N1 6.0386 -1.5461 0.9507  0.0375
H1 6.9170 1.7208 1.4677  0.0590
H2 7.3048 0.7879 0.0372  0.0755
H3 7.8537 0.2837 1.7412  0.0967
H4 5.7407 -0.3025 2.5172  0.1097
H5 3.6659 -0.2609 1.0210  0.0898
H6 4.5149 0.3301 -0.2929  0.1291
H7 3.6557 0.9385 3.1210  0.0727
H8 3.3306 2.5788 2.8561  0.0861
H9 5.0998 2.0037 2.9456  0.0989
H10 6.1388 -2.1573 1.7272  0.0549
H11 6.9481 -1.5264 0.4635  0.0857
C5 -6.4526 -3.1224 -0.1921  -0.0712
C6 -5.2550 -3.9226 0.2997  -0.4198
C7 -4.2199 -3.2388 1.1347  -0.2783
O2 -3.7325 -2.1715 0.4069  -0.1803
C8 -3.9382 -0.9167 1.0605  -0.0738
N2 -5.6786 -5.1399 1.0818  0.0342
H12 -6.2051 -2.4618 -1.0711  0.0865
H13 -6.9367 -2.5012 0.6182  0.0899
H14 -7.2885 -3.7607 -0.4725  0.0627
H15 -4.6836 -4.2192 -0.6463  0.1593
H16 -3.4555 -3.9411 1.4938  0.1075
H17 -4.7957 -2.9395 2.0358  0.1232
H18 -4.1886 -0.2231 0.2920  0.0699
H19 -2.9957 -0.5964 1.5075  0.0746
H20 -4.8019 -0.9867 1.7341  0.0910
H21 -6.0728 -4.9720 2.0048  0.0692
H22 -6.3497 -5.6881 0.6117  0.0399
C9 -0.7222 -4.4232 0.8448  -0.0618
C10 0.1994 -5.3845 1.5892  -0.4052
C11 -0.5181 -6.6546 2.1604  -0.2477
O3 -1.0497 -7.2961 1.0834  -0.1844
C12 -1.8303 -8.4286 1.3789  -0.0882
N3 1.3597 -5.7105 0.7062  0.0441
H23 -0.1357 -3.5738 0.4629  0.0723
H24 -1.3163 -3.9469 1.6531  0.0552
H25 -1.4001 -4.8154 0.1174  0.0698
H26 0.5024 -4.9030 2.5591  0.1303
H27 -1.3219 -6.3763 2.9535  0.1502
H28 0.2871 -7.2425 2.6462  0.1221
H29 -2.2670 -8.7548 0.4222  0.1031
H30 -2.6209 -8.1554 2.0330  0.0735
H31 -1.2754 -9.1824 1.8282  0.0629
H32 2.0684 -4.9733 0.7216  0.0458
H33 1.9149 -6.5061 0.9858  0.0579
C13 1.1814 1.2621 5.6715  -0.0386
C14 0.2778 1.3029 4.4945  -0.4552
C15 -0.9211 0.4249 4.6585  -0.1810
O4 -0.4895 -0.9540 4.8148  -0.1909
C16 -1.4513 -1.8986 4.5544  -0.1343
N4 -0.1349 2.6492 4.1310  0.0501
H34 2.1812 1.6120 5.5710  0.0672
H35 1.2261 0.2767 6.0439  0.0651
H36 0.7520 1.8021 6.5056  0.0857
H37 0.7395 0.9178 3.5882  0.1088
H38 -1.5515 0.5327 3.7686  0.1033
H39 -1.5393 0.7357 5.5709  0.1560
H40 -1.5978 -2.0094 3.4830  0.0727
H41 -2.4565 -1.7123 4.9186  0.0843
H42 -0.9433 -2.7195 5.0851  0.1075
H43 -0.8778 2.5776 3.4061  0.0615
H44 -0.6469 3.0998 4.8800  0.0957
C17 3.9119 -1.0684 -3.1886  -0.0626
C18 2.3868 -1.2442 -3.1856  -0.4216
C19 2.0497 -2.6192 -3.7095  -0.1329
O5 0.5586 -2.6073 -3.6696  -0.2191
C20 0.1273 -3.9036 -3.4603  -0.1425
N5 1.9841 -1.1585 -1.7762  0.0702
H45 4.4032 -1.9170 -2.6597  0.0926
H46 4.2255 -0.1455 -2.6960  0.0638
H47 4.3194 -0.9562 -4.1792  0.0660
H48 1.9901 -0.4939 -3.8517  0.1284
H49 2.4472 -3.3404 -3.0100  0.1216
H50 2.4550 -2.7356 -4.7112  0.1320
H51 0.2649 -4.5241 -4.3983  0.1049
H52 -0.9686 -3.9322 -3.3021  0.0944
H53 0.6347 -4.4100 -2.6773  0.0669
H54 1.0614 -1.6015 -1.7188  0.0611
H55 1.7691 -0.1977 -1.5309  0.0536
C21 -3.7098 0.1053 -3.4937  -0.0538
C22 -2.3847 -0.6427 -3.6537  -0.4102
C23 -1.4486 -0.0065 -4.6937  -0.2229
O6 -1.8562 -0.3152 -5.9777  -0.1926
C24 -0.9907 0.2039 -6.9846  -0.0795
N6 -1.6625 -0.6527 -2.3769  0.0580
H56 -4.4728 -0.4564 -2.9386  0.0724
H57 -4.1015 0.2743 -4.4852  0.0757
H58 -3.5621 1.0832 -3.0276  0.0493
H59 -2.7054 -1.6409 -3.9970  0.1328
H60 -0.4694 -0.2938 -4.5789  0.0802
H61 -1.6701 1.0721 -4.5988  0.1195
H62 -1.5461 -0.0725 -7.8844  0.0911
H63 -0.0446 -0.2856 -7.0113  0.0699
H64 -0.9306 1.2896 -6.7986  0.0918
H65 -2.2508 -0.8840 -1.5499  0.0736
H66 -0.8066 -1.2128 -2.3639  0.0363
C25 1.2655 3.5930 -3.7253  -0.0689
C26 -0.2020 3.6073 -3.4710  -0.4416
C27 -0.6519 4.4988 -2.3038  -0.1871
O7 -2.0341 4.8262 -2.3177  -0.2175
C28 -2.9857 3.8977 -1.8771  -0.0969
N7 -0.9337 4.0360 -4.7068  0.0365
H67 1.7726 3.4547 -2.7820  0.0654
H68 1.6224 4.5010 -4.2117  0.0779
H69 1.4199 2.7224 -4.4123  0.0934
H70 -0.4760 2.5387 -3.2961  0.1213
H71 -0.0686 5.4572 -2.3382  0.1431
H72 -0.4610 3.9861 -1.3856  0.0798
H73 -3.2043 3.0780 -2.6183  0.0795
H74 -3.9568 4.3436 -1.8724  0.0796
H75 -2.8346 3.4079 -0.9389  0.0640
H76 -0.3783 4.7410 -5.1479  0.0417
H77 -1.8953 4.4550 -4.5078  0.0966
O8 4.2768 -2.0279 3.2564  -0.0324
H78 3.7469 -2.4508 2.5909  0.0086
H79 3.7605 -1.4815 3.8474  0.0383
O9 3.3940 -2.7882 0.4195  -0.0864
H80 2.8129 -2.2976 -0.1695  -0.0105
H81 4.2398 -2.3323 0.5004  -0.0270
O10 -2.0191 2.4236 1.7126  -0.0259
H82 -1.6808 2.9708 1.0346  -0.0073
H83 -2.9717 2.4810 1.7831  0.0639
C29 -2.1640 7.3178 -0.7861  -0.1036
C30 -1.7041 6.7546 0.5426  -0.2711
O11 -0.9877 5.5001 0.2867  -0.1410
H84 -1.4366 7.2670 -1.5464  0.0495
H85 -2.4371 8.3682 -0.6073  0.0783
H86 -3.0361 6.8790 -1.2746  0.0673
H87 -2.5797 6.5846 1.2397  0.1194
H88 -1.0948 7.5829 1.0232  0.1154
H89 -0.6373 5.1485 1.1744  0.0671
C31 0.3895 0.4636 1.0775  -0.0458
C32 0.5996 1.8618 0.3691  -0.2616
O12 1.6729 1.7591 -0.5664  -0.0992
H90 -0.4495 0.5800 1.7841  0.0387
H91 1.3200 0.1340 1.5927  0.0725
H92 0.1600 -0.3143 0.3491  0.0572
H93 0.6584 2.6953 1.0686  0.0854
H94 -0.2739 2.0126 -0.3136  0.1048
H95 2.5242 1.8006 -0.1166  0.0481
C33 2.6623 5.2134 1.3756  -0.0565
C34 1.6802 5.6457 2.5024  -0.2686
O13 0.5029 4.8327 2.5828  -0.1703
H96 2.5132 4.1198 1.2241  0.0573
H97 3.6706 5.3676 1.7018  0.0623
H98 2.4225 5.6980 0.4525  0.0617
H99 1.3663 6.6732 2.2781  0.1069
H100 2.1522 5.5226 3.4910  0.1120
H101 0.6253 4.0849 3.2415  0.0526

Calculated values
**2S+1**: 1
**Molecular weight**: 816.2 g/mol
**Relative energy (zero: lowest compared OMol25 entry of this formula, charge and spin)**: 69.94 kcal/mol

---

- Which formula does entry 2 have?
  C34H101N7O13